Here is the molecule C4H6O2 from OMol25. Energies are from ωB97M-V/def2-TZVPD.

```
12
C4H6O2, DFT ωB97M-V/def2-TZVPD
C 1.29312 -0.13570 0.51077
C 0.09145 0.16493 -0.37977
C -0.78422 -1.02370 -0.77220
O -1.66796 -0.91137 -1.58632
C -0.90793 1.06814 0.34065
O -1.19847 0.92113 1.49955
H 1.89996 0.77087 0.61288
H 0.96998 -0.43057 1.51228
H 1.93479 -0.92283 0.10353
H 0.39100 0.64670 -1.31868
H -0.61999 -1.98445 -0.24323
H -1.40173 1.83685 -0.27948
```

Results
Structure (SMILES): CC(C=O)C=O
HOMO level, Eh: -0.3671

***

Here is a structure of composition C6H13NO3 at a distorted geometry from OMol25. Energies are from ωB97M-V/def2-TZVPD.

```
23
C6H13NO3, DFT ωB97M-V/def2-TZVPD
C -2.94627 0.06618 0.86231
C -1.52049 0.57497 1.01256
N -0.52763 -0.27556 0.35634
C -0.71615 -0.36271 -1.08001
C 0.80801 0.01165 0.78839
C 2.02565 -0.82627 0.34603
O 2.73255 0.86032 0.65972
C 1.54899 1.27394 0.25800
O 1.49997 1.78869 -0.88490
H -3.60550 0.62510 1.54025
H -3.33324 0.20426 -0.15622
H -3.00669 -1.00199 1.11586
H -1.46254 1.61778 0.63728
H -1.26902 0.61047 2.08283
H -0.80945 0.62917 -1.56537
H 0.09291 -0.94829 -1.53405
H -1.63017 -0.92360 -1.30917
H 0.78202 0.06813 1.88556
H 2.56140 -1.30935 1.17085
H 1.68776 -1.74372 -0.15277
O 2.71664 -0.49560 -1.82775
H 2.21722 0.62417 -1.85069
H 2.15405 -1.06774 -2.35504
```

Results
HOMO level, Eh: -0.3243

***

Here is a cluster of 2 separate species, C6H12O in total at a distorted geometry from OMol25. Energies are from ωB97M-V/def2-TZVPD.

```
19
C6H12O, DFT ωB97M-V/def2-TZVPD
C 1.18026 1.17887 -1.08810
C 0.29656 1.18379 -0.09923
C -1.18074 1.15320 -0.37892
C -2.02203 -0.08864 -0.02577
C -1.39997 -1.02963 0.96629
O -0.56320 -0.68874 1.77411
H 2.23063 1.41137 -0.94438
H 0.86558 0.90291 -2.09321
H 0.59720 1.29364 0.94084
H -1.57894 2.02044 0.15572
H -1.30256 1.36009 -1.44582
H -2.36985 -0.61520 -0.92462
H -2.94368 0.22824 0.48662
H -1.84051 -2.04648 1.01426
C 2.01230 -1.22877 0.30116
H 1.94963 -0.59707 1.20867
H 2.39358 -2.20996 0.56964
H 2.84862 -0.73362 -0.27760
H 0.82712 -1.49444 -0.13965
```

Results
Structure (SMILES): C=CCCC=O.C
HOMO level, Eh: -0.3355

***

Here is a cluster of 5 separate species, C15H35N5O5 in total at a distorted geometry from OMol25. Energies are from ωB97M-V/def2-TZVPD.

```
60
C15H35N5O5, DFT ωB97M-V/def2-TZVPD
C -2.60791 -1.73005 -1.00795
N -1.58788 -1.19997 -0.08727
C -1.67882 0.17537 0.19783
C -0.51061 -1.89651 0.27476
O 0.39253 -1.50593 0.95489
H -2.91037 -1.12180 -1.86038
H -3.54792 -2.02513 -0.54169
H -2.19105 -2.61148 -1.49523
H -1.59231 0.85584 -0.64926
H -2.55085 0.50997 0.75972
H -0.84592 0.65508 0.71191
H -0.64793 -2.95906 0.02112
C 3.39174 -0.96756 -1.31324
N 2.80556 -0.04429 -2.31428
C 1.32815 -0.00257 -2.46909
C 3.66925 0.71156 -3.03192
O 3.32873 1.52338 -3.89431
H 2.60046 -1.40784 -0.70650
H 4.05986 -0.44545 -0.62832
H 4.16406 -1.60721 -1.74039
H 0.97592 -0.88662 -3.00058
H 0.68856 -0.00545 -1.58648
H 1.09201 0.91402 -3.00964
H 4.70886 0.50547 -2.73370
C 2.36428 1.96427 1.06173
N 2.23377 3.03549 2.03843
C 2.04491 4.34572 1.45954
C 2.32894 2.68031 3.34207
O 2.41358 3.54579 4.22906
H 1.64564 2.17172 0.26889
H 2.02829 0.99407 1.42771
H 3.39065 2.01189 0.69789
H 1.02344 4.61165 1.18757
H 2.32684 5.26273 1.97693
H 2.51359 4.39449 0.47665
H 2.43809 1.59106 3.45959
C -2.05683 -5.22778 3.69134
N -2.54447 -5.49080 2.27694
C -2.42174 -6.80690 1.75467
C -2.72346 -4.38419 1.50818
O -2.91559 -4.49313 0.28334
H -2.62109 -5.88334 4.35461
H -2.32327 -4.24003 4.06747
H -0.99236 -5.27848 3.92028
H -2.84550 -6.93997 0.75927
H -1.35580 -6.93383 1.56551
H -2.81971 -7.61285 2.37124
H -2.56747 -3.43930 2.05137
C -1.07149 3.83289 -0.31924
N -0.84877 3.88977 -1.76291
C -1.18697 2.70593 -2.57556
C -0.37900 4.96786 -2.44241
O -0.14603 5.03156 -3.64059
H -1.00948 4.84852 0.07163
H -0.44722 3.10221 0.19505
H -2.11534 3.54150 -0.20271
H -2.24577 2.56174 -2.79059
H -0.69065 2.55420 -3.53407
H -0.79317 1.76179 -2.19922
H -0.16494 5.88966 -1.87968
```

Results
Structure (SMILES): CN(C)C=O.CN(C)C=O.CN(C)C=O.CN(C)C=O.CN(C)C=O
HOMO level, Eh: -0.3408

***

Here is the molecule C4H8O at a distorted geometry from OMol25. Energies are from ωB97M-V/def2-TZVPD.

```
13
C4H8O, DFT ωB97M-V/def2-TZVPD
C -0.51774 -0.82375 0.16194
C -0.91603 0.36253 -0.49791
C 0.13249 1.22365 0.15101
O 1.43419 0.51121 -0.23711
C 1.05360 -0.80603 -0.13766
H -1.40186 -1.53298 -0.14743
H -0.59992 -0.56388 1.25895
H -1.74124 0.51302 0.20622
H -0.77854 0.37581 -1.69841
H 0.37836 2.19624 -0.23761
H 0.10626 1.29321 1.34125
H 1.59508 -1.14407 0.74957
H 1.25533 -1.60495 -0.91280
```

Results
Structure (SMILES): C1CCOC1
HOMO level, Eh: -0.3482

***

Here is a structure of composition C40H42CoFN6O3P from OMol25. Energies are from ωB97M-V/def2-TZVPD.

```
94
C40H42CoFN6O3P, DFT ωB97M-V/def2-TZVPD
Co -0.07124 0.43686 -0.55667
N 0.40090 1.93266 -2.18064
C -0.53860 2.99288 -2.42620
C -0.13632 4.22792 -2.91106
C -1.07363 5.23064 -3.10962
C -2.41573 5.00343 -2.83484
C -2.81807 3.77012 -2.34840
C -1.88336 2.76064 -2.13239
P -2.27196 1.15229 -1.41407
C -2.72563 0.05474 -2.77177
C -3.09319 0.53572 -4.02528
C -3.42582 -0.35564 -5.03629
C -3.39655 -1.72079 -4.79496
C -3.02702 -2.20392 -3.54581
C -2.68343 -1.32003 -2.53826
C -3.76456 1.40088 -0.41424
C -4.95191 0.71947 -0.66138
C -6.03394 0.87819 0.19621
C -5.93922 1.71695 1.29625
C -4.75830 2.40720 1.54439
C -3.67401 2.24682 0.69600
H 0.38175 1.22629 -2.91526
H 1.34742 2.29115 -2.12313
H 0.90776 4.40313 -3.14257
H -0.75503 6.19266 -3.48782
H -3.14385 5.78646 -2.99558
H -3.86119 3.59132 -2.11691
H -3.12359 1.60171 -4.21414
H -3.70986 0.01786 -6.01097
H -3.65392 -2.41377 -5.58490
H -2.98773 -3.26952 -3.36506
H -2.35806 -1.69994 -1.57588
H -5.03434 0.06521 -1.51993
H -6.95587 0.34826 -0.00342
H -6.78588 1.83888 1.95846
H -4.68483 3.07199 2.39493
H -2.75616 2.79533 0.88856
F 5.87811 2.36319 2.31386
C 5.71771 1.47807 1.30999
C 4.45617 1.23054 0.85485
C 4.24059 0.27580 -0.14319
C 2.87223 -0.01132 -0.58190
O 1.92732 0.61331 -0.03494
C 2.74054 -1.03581 -1.55604
C 3.86831 -1.67050 -2.00453
N 5.12593 -1.37862 -1.63760
C 6.23629 -2.14364 -2.17006
C 6.22640 -2.54347 -3.60894
C 7.18318 -1.48867 -3.13478
C 5.34194 -0.41086 -0.66681
C 6.63205 -0.11798 -0.20831
C 6.84502 0.81725 0.78963
N 8.16568 1.06517 1.23063
C 8.97751 -0.05146 1.69015
C 10.38006 0.10917 1.09731
N 10.64450 1.58885 0.92215
C 10.03621 2.37994 2.04397
C 8.50861 2.30142 1.92737
C 1.43148 -1.57904 -2.12847
O 1.47777 -2.63700 -2.72656
O 0.37363 -0.87641 -1.92656
H 3.61058 1.74713 1.28757
H 3.73818 -2.48413 -2.70543
H 6.64540 -2.84891 -1.45641
H 5.40556 -2.21591 -4.23044
H 6.60688 -3.52620 -3.84361
H 6.95874 -0.46951 -3.41987
H 8.23353 -1.73358 -3.06006
H 7.48168 -0.61603 -0.65334
H 8.55427 -0.99629 1.36134
H 9.02002 -0.08493 2.78511
H 10.46094 -0.33980 0.10963
H 11.16106 -0.29142 1.74038
H 10.22286 1.89099 0.04260
H 11.64729 1.76452 0.85744
H 10.39721 3.40380 1.98858
H 10.40753 1.93053 2.96288
H 8.12885 3.14632 1.35399
H 8.09598 2.37096 2.93649
C -3.81003 -1.55825 2.79800
C -2.43433 -1.52604 2.22904
C -1.42139 -2.46016 2.21623
C -0.35724 -1.87065 1.52158
N -0.69076 -0.63515 1.12852
N -1.96436 -0.46001 1.56602
C 0.96860 -2.47597 1.22054
H -3.90491 -2.38106 3.50200
H -4.55118 -1.69764 2.00960
H -4.04207 -0.62978 3.32033
H -1.44560 -3.44124 2.65848
H -2.44310 0.41372 1.40978
H 1.32818 -3.03750 2.08218
H 1.69091 -1.70117 0.99151
H 0.89616 -3.16525 0.37726
```

Results
2S+1: 4
HOMO level (alpha / beta), Eh: -0.4464 / -0.4635
Net charge: +2

***

Here is the molecule C4H11NS at a distorted geometry from OMol25. Energies are from ωB97M-V/def2-TZVPD.

```
17
C4H11NS, DFT ωB97M-V/def2-TZVPD
N 2.02714 0.14950 -1.08634
C 0.62429 -0.24065 -1.25860
C 0.01869 -1.09288 -0.13190
C -0.27704 -0.32601 1.15598
C -0.93716 1.02141 1.05400
S -2.62725 0.97975 0.27929
H 2.49421 -0.56870 -0.53706
H 2.10440 0.95051 -0.46118
H -0.01667 0.60997 -1.46027
H 0.61053 -0.87189 -2.15495
H -0.88626 -1.53744 -0.54623
H 0.73287 -1.85612 0.16343
H 0.65469 -0.12352 1.68721
H -0.88553 -0.96537 1.81184
H -0.39561 1.69354 0.38687
H -1.07537 1.43587 2.05039
H -2.16593 0.74204 -0.95250
```

Results
Structure (SMILES): NCCCCS
HOMO level, Eh: -0.3342

***

Values for ΔE to the lowest compared entry with this formula, charge and spin, eV, ordered as above
1.156, 7.093, 2.742, 4.547, 3.305, 0.149, 0.283